## a
{"formula": "C8H14", "method": "wB97M-V/def2-TZVPD", "symbols": ["C", "C", "C", "C", "C", "C", "C", "C", "H", "H", "H", "H", "H", "H", "H", "H", "H", "H", "H", "H", "H", "H"], "positions_angstrom": [[2.59556, 1.69540, -0.23031], [2.06792, 0.28553, -0.00370], [0.67912, 0.22746, 0.64133], [-0.48934, 0.03794, -0.32111], [-0.38195, 0.13529, -1.64558], [-2.94329, 0.00670, 0.19800], [-1.74241, -0.54735, 0.24973], [-1.56070, -1.94920, 0.80170], [2.80777, 2.27663, 0.66846], [1.89440, 2.34297, -0.76503], [3.50716, 1.61191, -0.82380], [2.10080, -0.23596, -0.96072], [2.77392, -0.28395, 0.60358], [0.63059, -0.65395, 1.27900], [0.52661, 1.12579, 1.23973], [-1.27101, 0.13452, -2.26697], [0.54568, 0.19169, -2.19817], [-3.16478, 1.00595, -0.13681], [-3.80077, -0.52138, 0.60578], [-2.27880, -2.57701, 0.34230], [-1.95792, -2.02594, 1.82576], [-0.53854, -2.28305, 0.89682]], "nbo_charge": [-0.6086, -0.3968, -0.4350, 0.0039, -0.4013, -0.4094, -0.0031, -0.6576, 0.2027, 0.2063, 0.2080, 0.2011, 0.2038, 0.2071, 0.2199, 0.2024, 0.1941, 0.2028, 0.1881, 0.2331, 0.2206, 0.2182], "smiles": "C=C(C)C(=C)CCC", "homo_energy_ha": -0.3276}

=====

## b
{"formula": "C8H14", "method": "wB97M-V/def2-TZVPD", "symbols": ["C", "C", "C", "C", "C", "C", "C", "C", "H", "H", "H", "H", "H", "H", "H", "H", "H", "H", "H", "H", "H", "H"], "positions_angstrom": [[-2.44762, 0.59589, -1.10802], [-2.39596, -0.73908, -0.43237], [-0.97735, -1.33354, -0.37483], [-0.05236, -0.59171, 0.55748], [-0.35594, -0.26951, 1.81683], [3.14245, 1.40873, -0.46451], [2.09733, 0.78343, 0.43353], [1.24286, -0.13068, -0.02340], [-2.32921, 0.46007, -2.18073], [-3.48138, 0.95407, -1.19713], [-1.76161, 1.39150, -0.83297], [-2.74241, -0.76639, 0.60264], [-2.97631, -1.49157, -0.96637], [-0.97507, -2.39249, -0.10387], [-0.53754, -1.35446, -1.37701], [0.34919, 0.33964, 2.36386], [-1.26379, -0.65558, 2.24335], [3.14560, 0.82722, -1.39521], [2.72993, 2.35283, -0.83181], [4.12854, 1.47512, -0.02186], [2.33327, 0.91596, 1.48671], [1.43253, -0.58073, -0.99655]], "nbo_charge": [-0.6270, -0.3865, -0.4300, -0.0141, -0.3990, -0.6415, -0.1542, -0.2288, 0.2040, 0.2141, 0.2205, 0.1977, 0.2044, 0.2191, 0.1995, 0.1984, 0.1949, 0.2080, 0.2219, 0.2145, 0.1966, 0.1875], "smiles": "C=C(/C=C/C)CCC", "homo_energy_ha": -0.3040}

=====

## c
{"formula": "C8H14", "method": "wB97M-V/def2-TZVPD", "symbols": ["C", "C", "C", "C", "C", "C", "C", "C", "H", "H", "H", "H", "H", "H", "H", "H", "H", "H", "H", "H", "H", "H"], "positions_angstrom": [[-3.08874, -0.15505, -0.22185], [-1.62268, 0.07536, 0.09940], [-0.66158, 0.51065, -0.97119], [-0.90250, 1.69418, -1.53804], [0.69642, -0.09281, -1.12350], [1.16444, -0.84867, 0.19447], [1.91132, -0.19984, 1.10156], [2.69806, -0.90648, 2.12728], [-3.29487, -1.26022, -0.20397], [-3.67791, 0.20381, 0.57979], [-3.39652, 0.18442, -1.21645], [-1.27023, -0.83114, 0.50959], [-1.48185, 0.78702, 0.96842], [-0.19629, 2.19595, -2.26963], [-1.75277, 2.30467, -1.55805], [1.29003, 0.80829, -1.43416], [0.88260, -0.68099, -1.98831], [0.83039, -1.88612, 0.36331], [2.20958, 0.80106, 1.05570], [3.67578, -0.51374, 2.25174], [2.01742, -0.67493, 3.08012], [2.99617, -1.90212, 1.85314]], "nbo_charge": [-0.6055, -0.4441, 0.0354, -0.4130, -0.4700, -0.1956, -0.1802, -0.6483, 0.2013, 0.2120, 0.2154, 0.2073, 0.2144, 0.1770, 0.1940, 0.2236, 0.2258, 0.2027, 0.1947, 0.2163, 0.2176, 0.2192], "smiles": "C=C(CC)C/C=C/C", "homo_energy_ha": -0.3232}

=====

## d
{"formula": "C8H14", "method": "wB97M-V/def2-TZVPD", "symbols": ["C", "C", "C", "C", "C", "C", "C", "C", "H", "H", "H", "H", "H", "H", "H", "H", "H", "H", "H", "H", "H", "H"], "positions_angstrom": [[2.06945, -2.32054, -0.37372], [1.83467, -0.88541, 0.08708], [0.94705, -0.04947, -0.77926], [0.58444, -0.37443, -2.01312], [0.45815, 1.22210, -0.13403], [-0.74326, 0.93786, 0.75891], [-1.94239, 1.42994, 0.51486], [-3.15230, 1.13609, 1.35924], [1.12112, -2.84113, -0.51120], [2.59230, -2.35933, -1.32803], [2.63730, -2.88959, 0.35918], [2.81670, -0.40223, 0.12406], [1.59931, -0.88282, 1.16172], [-0.04000, 0.29479, -2.59411], [0.98334, -1.24148, -2.51910], [0.16358, 1.99569, -0.84092], [1.20904, 1.61250, 0.55964], [-0.58490, 0.23373, 1.57412], [-2.10017, 2.15140, -0.27515], [-4.08352, 1.39442, 0.86195], [-3.17395, 0.10538, 1.73122], [-3.19596, 1.73253, 2.27667]], "nbo_charge": [-0.6039, -0.4453, 0.0398, -0.4203, -0.4603, -0.1640, -0.1916, -0.6479, 0.2075, 0.2042, 0.2115, 0.2140, 0.2103, 0.1976, 0.1978, 0.2152, 0.2112, 0.1897, 0.1907, 0.2140, 0.2147, 0.2150], "smiles": "C=C(CC)C/C=C/C", "homo_energy_ha": -0.3297}

=====

Among the structures above, stability is smallest for c.